{
  "formula": "C14H19NO6",
  "method": "ωB97M-V/def2-TZVPD",
  "spin_multiplicity": 1,
  "e_homo_ev": -8.3930,
  "smiles": "CC(=O)c1ccc(N[C@H]2O[C@@H](CO)[C@H](O)[C@@H](O)[C@H]2O)cc1",
  "total_charge": 0,
  "lumo_energy_ev": 0.416,
  "symbols": ["C", "C", "O", "C", "C", "C", "C", "C", "C", "H", "H", "N", "H", "C", "O", "C", "C", "O", "H", "H", "H", "C", "O", "H", "C", "O", "H", "C", "O", "H", "H", "H", "H", "H", "H", "H", "H", "H", "H", "H"],
  "xyz": [[-6.514, -0.225, 0.534], [-5.442, 0.484, -0.262], [-5.713, 1.412, -0.996], [-4.057, -0.004, -0.111], [-3.686, -1.042, 0.748], [-2.374, -1.446, 0.833], [-1.378, -0.837, 0.061], [-1.743, 0.207, -0.792], [-3.057, 0.609, -0.870], [-3.344, 1.417, -1.527], [-0.996, 0.712, -1.384], [-0.094, -1.327, 0.132], [0.119, -1.901, 0.938], [1.042, -0.694, -0.431], [1.271, 0.551, 0.232], [2.348, 1.299, -0.291], [2.430, 2.584, 0.551], [2.470, 2.286, 1.918], [1.668, 1.793, 2.130], [1.570, 3.223, 0.314], [3.355, 3.112, 0.315], [3.669, 0.512, -0.209], [4.731, 1.190, -0.835], [4.512, 1.349, -1.761], [3.493, -0.886, -0.825], [4.642, -1.667, -0.655], [5.409, -1.080, -0.672], [2.274, -1.597, -0.212], [2.411, -1.880, 1.150], [2.510, -1.048, 1.632], [2.135, -2.563, -0.703], [3.289, -0.757, -1.908], [3.974, 0.425, 0.840], [2.152, 1.555, -1.348], [0.888, -0.509, -1.507], [-2.097, -2.249, 1.501], [-4.422, -1.538, 1.361], [-6.316, -0.127, 1.599], [-7.479, 0.222, 0.308], [-6.537, -1.281, 0.277]],
  "forces_ev_per_a": [[-0.15, 0.23, -0.17], [-0.34, -0.04, 0.10], [0.00, -0.05, 0.04], [0.52, 0.07, -0.16], [-0.09, 0.23, -0.15], [0.17, -0.01, 0.02], [-0.34, 0.01, -0.07], [0.15, -0.02, 0.02], [-0.22, -0.09, 0.11], [-0.02, 0.05, -0.05], [0.10, 0.07, -0.06], [0.39, -0.18, 0.15], [0.00, 0.07, -0.11], [0.00, -0.40, -0.10], [-0.06, 0.01, 0.11], [0.53, 0.40, 0.14], [-0.17, -0.14, -0.64], [-0.02, -0.21, 0.49], [0.05, 0.06, 0.00], [0.10, -0.02, -0.03], [-0.12, -0.01, -0.07], [-0.64, -0.50, -0.07], [0.34, 0.28, -0.19], [-0.01, -0.04, 0.02], [-0.26, 0.31, 0.26], [0.23, -0.13, 0.09], [-0.10, -0.06, -0.06], [0.06, 0.36, -0.63], [0.11, -0.03, 0.51], [-0.01, -0.07, -0.02], [-0.04, 0.13, -0.05], [-0.07, 0.04, 0.17], [-0.11, -0.04, -0.10], [0.03, 0.02, 0.06], [0.02, 0.02, 0.16], [0.02, -0.10, 0.06], [-0.09, -0.05, 0.06], [0.02, -0.07, 0.12], [0.02, 0.01, -0.01], [0.00, -0.12, 0.05]],
  "lowdin_charge": [-0.0204, -0.4153, 0.0715, -0.1732, -0.0293, -0.0170, -0.2361, -0.0072, -0.0056, 0.1190, 0.1047, 0.0959, 0.1400, -0.2928, -0.0445, -0.2574, -0.1924, -0.0348, 0.0938, 0.1290, 0.1298, -0.2896, 0.0075, 0.1111, -0.2885, 0.0170, 0.1012, -0.2524, 0.0234, 0.1052, 0.1684, 0.1649, 0.1692, 0.1669, 0.1664, 0.1119, 0.1069, 0.0852, 0.0822, 0.0854]
}


{
  "formula": "C3H12N2O2",
  "method": "ωB97M-V/def2-TZVPD",
  "s2": 0.750,
  "spin_multiplicity": 2,
  "e_homo_ev": [0.8433, -6.1714],
  "total_charge": -1,
  "lumo_energy_ev": [3.432, 3.365],
  "symbols": ["C", "C", "N", "C", "N", "H", "H", "H", "H", "H", "H", "H", "H", "H", "H", "O", "H", "H", "O"],
  "xyz": [[-0.039, 1.904, -0.647], [0.090, 0.538, -0.019], [-0.081, -2.108, 0.731], [-1.153, -1.412, 0.284], [-1.176, -0.178, -0.019], [-0.558, 2.602, 0.013], [-0.573, 1.891, -1.593], [0.934, 2.379, -0.760], [0.515, 0.587, 0.990], [0.828, -0.031, -0.601], [0.784, -1.650, 0.987], [-0.108, -3.105, 0.826], [-2.020, -2.026, 0.067], [4.421, -0.604, 0.887], [4.213, -2.042, 0.321], [3.736, -1.258, 0.652], [-2.860, 1.341, -0.054], [-3.403, 1.408, -1.472], [-3.549, 1.763, -0.592]],
  "forces_ev_per_a": [[0.01, 0.79, 0.73], [0.29, -0.55, -0.10], [0.23, 0.04, 0.21], [0.54, -0.25, -0.36], [-0.48, 0.57, -0.28], [-0.36, -0.14, 0.01], [0.07, -0.15, -0.13], [0.22, -0.23, -0.31], [-0.01, 0.26, 0.03], [-0.01, -0.10, 0.05], [0.06, -0.12, -0.17], [-0.03, -0.03, 0.02], [-0.29, 0.04, 0.33], [0.16, -0.13, -0.03], [0.17, 0.04, 0.04], [-0.60, 0.09, 0.00], [0.07, -0.25, -0.28], [0.13, -0.11, 0.03], [-0.17, 0.21, 0.21]],
  "lowdin_charge": [-0.1351, -0.3670, 0.0807, -0.3632, -0.0187, 0.0616, 0.0619, 0.0549, 0.0901, 0.0854, 0.0359, 0.0538, 0.1037, -0.0818, -0.0865, -0.4878, -0.0073, 0.0171, -0.0978]
}


{
  "formula": "C37H48Br2CrIN2OP2",
  "method": "ωB97M-V/def2-TZVPD",
  "s2": 3.900,
  "spin_multiplicity": 4,
  "e_homo_ev": [-13.1422, -13.3610],
  "total_charge": 2,
  "lumo_energy_ev": [-6.547, -7.609],
  "symbols": ["Cr", "C", "C", "C", "P", "C", "C", "C", "C", "C", "C", "C", "C", "C", "C", "N", "C", "C", "C", "C", "C", "C", "C", "P", "C", "C", "C", "C", "C", "C", "H", "H", "H", "H", "H", "H", "H", "H", "H", "H", "H", "H", "H", "H", "H", "H", "H", "H", "H", "H", "H", "H", "H", "H", "H", "H", "H", "H", "H", "H", "H", "H", "H", "H", "H", "H", "H", "H", "H", "H", "O", "C", "C", "C", "N", "C", "Br", "C", "H", "H", "H", "H", "Br", "C", "C", "C", "C", "C", "C", "I", "H", "H", "H", "H"],
  "xyz": [[1.207, 0.799, 0.374], [3.782, -2.620, -0.525], [3.522, -1.418, -1.434], [3.948, -1.669, -2.880], [1.793, -0.821, -1.242], [1.003, -0.076, -2.732], [0.781, -0.970, -3.950], [-0.362, 0.456, -2.252], [0.731, -2.209, -0.840], [0.645, -3.363, -1.599], [-0.279, -4.361, -1.294], [-0.365, -5.621, -2.105], [-1.134, -4.145, -0.209], [-1.048, -3.014, 0.569], [-0.079, -2.028, 0.292], [0.094, -0.866, 1.040], [-0.297, -0.866, 2.370], [-0.305, -2.039, 3.150], [-0.785, -2.013, 4.440], [-1.284, -0.835, 5.000], [-1.832, -0.811, 6.396], [-1.193, 0.342, 4.252], [-0.657, 0.359, 2.978], [-0.315, 1.822, 1.962], [-1.924, 2.405, 1.266], [-2.917, 2.866, 2.329], [-1.707, 3.486, 0.205], [0.347, 3.253, 2.960], [-0.083, 3.310, 4.426], [1.865, 3.426, 2.886], [4.855, -2.816, -0.514], [3.283, -3.520, -0.883], [3.469, -2.429, 0.501], [4.110, -0.593, -1.034], [3.430, -2.525, -3.314], [5.014, -1.899, -2.889], [3.792, -0.801, -3.519], [1.645, 0.768, -3.002], [0.090, -1.782, -3.723], [1.699, -1.389, -4.352], [0.324, -0.365, -4.735], [-1.037, -0.361, -1.988], [-0.835, 1.037, -3.045], [-0.306, 1.140, -1.391], [1.299, -3.497, -2.452], [0.162, -5.530, -3.053], [-1.403, -5.887, -2.306], [0.079, -6.452, -1.554], [-1.893, -4.885, 0.018], [-1.759, -2.867, 1.367], [0.110, -2.950, 2.746], [-0.772, -2.920, 5.031], [-2.228, -1.783, 6.684], [-2.617, -0.064, 6.503], [-1.040, -0.557, 7.105], [-1.540, 1.258, 4.704], [-2.319, 1.519, 0.763], [-2.585, 3.779, 2.826], [-3.107, 2.103, 3.084], [-3.868, 3.089, 1.843], [-1.235, 4.376, 0.629], [-2.673, 3.801, -0.189], [-1.108, 3.130, -0.635], [-0.119, 4.096, 2.440], [0.353, 2.492, 4.999], [-1.163, 3.308, 4.562], [0.292, 4.243, 4.850], [2.381, 2.659, 3.461], [2.114, 4.394, 3.326], [2.257, 3.412, 1.872], [5.106, 3.790, -2.038], [3.935, 3.416, -1.532], [2.864, 4.315, -1.321], [1.706, 3.850, -0.764], [1.599, 2.536, -0.484], [2.595, 1.702, -0.657], [2.866, 0.207, 1.955], [3.811, 2.071, -1.182], [5.141, 4.739, -2.221], [2.959, 5.362, -1.578], [0.864, 4.497, -0.562], [4.666, 1.419, -1.281], [-3.571, 1.724, -2.341], [-3.845, -0.065, -2.882], [-3.920, -0.314, -4.244], [-4.119, -1.608, -4.704], [-4.242, -2.654, -3.804], [-4.165, -2.407, -2.440], [-3.971, -1.112, -1.978], [-3.868, -0.822, 0.086], [-3.835, 0.509, -4.941], [-4.188, -1.792, -5.768], [-4.413, -3.662, -4.157], [-4.278, -3.216, -1.731]],
  "forces_ev_per_a": [[-0.02, -0.40, 0.09], [0.02, -0.03, 0.03], [0.02, 0.11, -0.01], [0.06, -0.04, 0.04], [-0.01, -0.12, -0.07], [-0.09, -0.04, 0.01], [0.01, 0.03, -0.03], [0.18, 0.00, -0.05], [-0.03, 0.06, 0.02], [0.04, 0.00, -0.06], [-0.02, -0.09, -0.04], [0.01, 0.04, 0.07], [0.01, -0.01, -0.03], [-0.06, 0.02, 0.03], [0.02, 0.20, 0.15], [-0.14, -0.16, 0.08], [0.09, -0.17, -0.23], [-0.01, 0.04, 0.02], [-0.01, 0.01, 0.02], [-0.03, -0.09, 0.09], [0.04, 0.00, -0.03], [0.03, 0.08, -0.04], [-0.03, 0.04, -0.04], [-0.09, 0.29, 0.19], [0.16, 0.00, -0.09], [-0.07, -0.04, -0.02], [0.03, 0.03, 0.11], [-0.01, -0.13, -0.06], [-0.05, 0.08, 0.01], [-0.04, 0.06, 0.07], [-0.01, 0.00, 0.00], [-0.01, 0.02, -0.01], [-0.01, -0.01, -0.01], [0.02, 0.06, 0.00], [-0.02, 0.01, 0.00], [-0.01, -0.01, -0.01], [-0.01, 0.01, -0.01], [0.00, -0.01, -0.02], [0.00, 0.01, 0.03], [0.03, -0.01, 0.01], [0.00, -0.03, -0.01], [0.01, -0.02, 0.01], [0.04, -0.02, 0.02], [-0.03, -0.01, -0.01], [-0.01, -0.01, 0.01], [0.00, 0.02, 0.00], [0.00, 0.01, -0.01], [0.00, 0.00, 0.00], [0.00, 0.01, 0.01], [0.00, 0.01, 0.00], [0.00, -0.01, 0.01], [0.00, 0.00, 0.00], [-0.01, 0.00, -0.01], [-0.01, 0.00, -0.02], [0.01, 0.00, -0.01], [-0.01, 0.00, 0.01], [-0.05, -0.04, 0.01], [0.02, 0.00, -0.01], [0.02, -0.01, 0.00], [-0.01, 0.00, 0.02], [-0.01, 0.02, -0.03], [-0.01, -0.01, 0.01], [0.00, 0.00, 0.01], [0.01, 0.02, -0.02], [0.02, 0.00, 0.00], [-0.02, -0.01, -0.01], [0.00, -0.02, 0.01], [-0.01, -0.01, -0.02], [0.02, -0.02, -0.01], [0.01, -0.04, -0.04], [-0.11, 0.09, 0.02], [0.12, 0.05, -0.03], [0.07, -0.10, -0.01], [-0.05, -0.02, -0.04], [0.30, -0.06, 0.23], [-0.12, 0.53, -0.24], [-0.01, 0.02, -0.07], [-0.03, -0.11, 0.00], [0.02, -0.03, 0.00], [0.02, 0.00, 0.00], [-0.03, -0.05, 0.02], [-0.01, -0.05, -0.03], [-0.11, 0.06, 0.08], [0.01, -0.03, -0.10], [-0.01, -0.11, -0.09], [0.03, 0.12, -0.02], [0.01, -0.03, 0.16], [-0.04, -0.04, -0.16], [0.13, 0.03, 0.14], [-0.14, 0.00, 0.03], [-0.01, 0.00, -0.01], [0.00, 0.01, 0.00], [0.00, 0.00, 0.00], [0.00, 0.00, 0.00]],
  "lowdin_charge": [0.1370, -0.0906, -0.5005, -0.0834, 1.0839, -0.4740, -0.0730, -0.1230, -0.2650, -0.0262, -0.2231, -0.0185, 0.0027, -0.0530, -0.2738, -0.0108, -0.3244, 0.0070, 0.0113, -0.2179, -0.0188, -0.0227, -0.2589, 1.0937, -0.5339, -0.0800, -0.1302, -0.4847, -0.0954, -0.1249, 0.0987, 0.0776, 0.0542, 0.0762, 0.0777, 0.0964, 0.0781, 0.1150, 0.0791, 0.0663, 0.0971, 0.0770, 0.0737, 0.0325, 0.1196, 0.0860, 0.0909, 0.1010, 0.1341, 0.0873, 0.1298, 0.1329, 0.0903, 0.0906, 0.1029, 0.0969, 0.0043, 0.0829, 0.0740, 0.0953, 0.0747, 0.0746, 0.0420, 0.1000, 0.0875, 0.0649, 0.0967, 0.0516, 0.0946, 0.0426, 0.1360, -0.2653, 0.0543, -0.0684, -0.0565, -0.3673, 0.4347, 0.0337, 0.1407, 0.1360, 0.1224, 0.1289, 0.7950, -0.7326, -0.1215, -0.0605, -0.0656, -0.1528, -0.7326, 1.0340, 0.1066, 0.1169, 0.1146, 0.0934]
}


Number 1: electronic energy -1051.0770 a.u.. Number 2: electronic energy -381.4527 a.u.. Number 3: electronic energy -8795.9049 a.u..